(1)
ORCA calculation (wB97M-V/def2-TZVPD) on an isolated ion of composition C10H13N2S and charge +1 at a distorted geometry.

XYZ file:
```
26
Properties=species:S:1:pos:R:3:forces:R:3
C -1.816863 -0.944132 0.032751 -1.861 -1.279 -1.837
C -2.278257 -0.771795 -1.262261 2.254 -0.487 2.547
C -0.494855 -0.606382 0.350869 -0.368 1.186 -1.822
C 1.922671 0.064356 -0.344641 -1.674 3.000 -2.685
C 1.244531 -0.841898 1.755551 1.296 -0.046 -2.525
C -1.333888 -0.356233 -2.310963 0.678 -1.364 -2.148
C 0.171780 -0.419001 -2.001022 -0.967 2.566 -0.763
C 0.265931 0.245968 -0.661252 4.328 -1.662 1.782
C 1.740167 -1.200457 3.033557 2.185 -1.817 1.640
C -0.097267 1.710894 -0.639108 -0.124 0.387 0.334
N -0.032462 -0.975435 1.492968 0.585 -0.267 1.583
N 2.216007 -0.476087 0.824284 -3.945 -1.378 2.497
S 3.012452 0.801918 -1.331839 -0.563 -0.894 0.738
H -2.431579 -1.600070 0.668595 0.410 0.921 0.279
H -3.294792 -1.027136 -1.422071 -0.755 -0.110 -0.696
H -1.342556 -1.107068 -3.158156 -1.232 1.340 0.296
H -1.606352 0.673266 -2.538340 -0.103 -0.004 -0.951
H 0.552497 -1.398924 -1.974331 0.230 -1.504 0.099
H 0.829562 0.133613 -2.789093 -1.421 -0.722 1.402
H 2.743011 -0.807683 3.279198 -0.838 0.669 0.210
H 2.004166 -2.279330 3.187954 -0.546 0.276 -0.966
H 0.949775 -1.126067 3.728209 -0.567 0.769 1.224
H 0.211650 2.099155 -1.621189 -0.941 0.252 0.249
H 0.515507 2.267723 0.051910 0.382 -0.009 0.438
H -1.126432 1.861837 -0.233283 0.500 0.086 -1.155
H 3.086518 -0.616830 1.200112 3.054 0.091 0.227
```
Positions in Å, forces in eV/Å.

Computed properties:
- SMILES string = CC1=[NH+]C(=S)[C@@]2(C)CCC=CC2=N1
- E_LUMO (Eh) = -0.2127
- frontier orbital gap (eV) = 6.724
- F_max (eV/Å) = 5.0
- total charge = +1
- HOMO (eV) = -12.512

(2)
ORCA calculation (wB97M-V/def2-TZVPD) on a 7-piece molecular cluster, C44H46BF7N3O2 overall.

XYZ file:
```
103
Properties=species:S:1:pos:R:3:forces:R:3
C 2.363648 2.444333 -2.209549 0.057 -0.232 -0.130
C 1.261071 1.602141 -2.833280 -0.161 -0.049 0.350
N 1.107627 1.959794 -4.271123 0.006 0.360 0.200
N -0.234436 1.934689 -4.663422 -0.134 -0.132 -0.038
C -0.932116 0.769964 -4.844078 -0.629 -0.153 -0.071
C -2.221453 1.075241 -5.193391 0.556 0.095 -0.023
B -3.377011 0.003790 -5.457533 -0.031 -0.209 0.008
O -3.349796 -1.163978 -4.737595 0.018 0.060 -0.544
O -4.350749 0.261272 -6.350206 -0.219 0.472 0.584
N -2.243671 2.479686 -5.220576 0.053 -0.268 -0.449
C -3.392659 3.358244 -5.445405 0.080 0.053 0.054
F -2.910413 4.576171 -5.735822 -0.021 -0.218 0.069
F -4.096877 2.898363 -6.463881 0.044 0.216 0.072
C -4.310208 3.470915 -4.177469 -0.072 0.087 -0.011
F -5.006149 4.611165 -4.270344 -0.015 -0.259 -0.062
F -5.145202 2.418880 -4.166843 0.168 0.091 0.078
C -3.535170 3.513142 -2.832099 0.141 0.247 0.016
F -2.624638 4.510222 -2.899704 -0.342 -0.368 0.165
F -4.371158 3.728870 -1.831916 0.358 -0.083 -0.277
F -2.862590 2.367803 -2.625321 -0.350 0.236 0.125
C -1.038192 2.960576 -4.888424 0.126 0.061 0.124
H 2.652593 2.005419 -1.252910 -0.049 0.143 -0.037
H 3.258517 2.440663 -2.839212 -0.070 0.031 0.071
H 2.027490 3.473180 -2.050114 0.101 -0.087 -0.008
H 1.477458 0.535393 -2.743432 0.054 0.082 -0.158
H 0.314508 1.772772 -2.305954 0.109 0.018 -0.097
H 1.423435 2.918575 -4.388971 0.061 -0.060 -0.186
H -0.476122 -0.196912 -4.695556 0.095 0.177 -0.010
H -2.514776 -1.641807 -4.733608 -0.010 0.024 0.391
H -5.154339 -0.257305 -6.212805 0.163 -0.267 -0.288
H -0.772054 4.003445 -4.800483 -0.054 -0.116 -0.019
C 7.312006 0.122804 -0.720801 0.006 0.005 0.003
C 6.467815 -0.694104 0.017916 -0.006 -0.012 0.012
C 5.221344 -1.041096 -0.484480 -0.004 0.014 -0.002
C 4.823661 -0.574012 -1.729593 -0.042 0.028 0.001
C 5.669471 0.241133 -2.470020 -0.035 0.029 -0.011
C 6.913538 0.592200 -1.964843 -0.003 0.007 0.013
H 8.282146 0.394204 -0.325013 0.000 0.002 0.006
H 6.783103 -1.058438 0.986560 -0.019 0.024 0.019
H 4.562001 -1.675804 0.093627 0.005 -0.014 -0.004
H 3.852587 -0.850824 -2.123755 0.011 -0.025 -0.016
H 5.361629 0.602112 -3.444112 0.011 -0.022 -0.014
H 7.572474 1.229449 -2.540063 0.007 -0.009 -0.007
C -1.836650 -2.049149 -1.492373 0.042 0.030 -0.026
C -1.965362 -0.683623 -1.710195 0.007 0.052 -0.040
C -1.420344 0.218438 -0.806241 0.052 -0.024 0.053
C -0.742516 -0.243034 0.314416 0.026 -0.007 -0.037
C -0.612850 -1.608482 0.529972 0.014 -0.002 -0.013
C -1.161663 -2.511142 -0.370818 0.047 -0.030 -0.019
H -2.271194 -2.753917 -2.190805 -0.036 -0.022 0.022
H -2.502018 -0.327606 -2.581167 -0.044 -0.006 0.104
H -1.528441 1.282815 -0.967769 -0.038 -0.001 0.062
H -0.318547 0.459542 1.020338 -0.012 0.001 0.014
H -0.088836 -1.971187 1.404528 -0.009 -0.005 0.007
H -1.070553 -3.574461 -0.193206 -0.008 -0.001 0.011
C 7.669449 -1.294703 3.950308 -0.008 0.005 -0.008
C 8.695858 -0.821400 3.144529 0.008 -0.008 -0.035
C 9.415498 0.303486 3.522822 -0.014 0.009 0.000
C 9.110810 0.952909 4.711009 -0.004 0.005 -0.005
C 8.085840 0.478931 5.518093 -0.001 0.003 0.000
C 7.363739 -0.643573 5.137290 -0.007 0.005 -0.004
H 7.109916 -2.173889 3.655715 0.008 -0.011 0.007
H 8.940074 -1.333243 2.221540 0.017 -0.011 0.007
H 10.214920 0.672817 2.893400 0.013 -0.009 0.007
H 9.674230 1.827349 5.009487 0.001 0.002 0.002
H 7.851447 0.983449 6.446391 -0.002 0.002 0.002
H 6.565115 -1.012902 5.767558 0.004 -0.005 0.006
C -4.785752 -5.587660 2.647995 0.002 -0.004 0.003
C -4.733436 -4.912965 1.435831 0.010 -0.002 -0.006
C -4.042033 -3.713286 1.339443 -0.016 -0.012 -0.001
C -3.400894 -3.189332 2.453956 0.001 0.002 -0.001
C -3.452918 -3.864029 3.665561 0.010 0.003 0.001
C -4.146827 -5.062366 3.762331 -0.007 -0.018 0.014
H -5.325934 -6.522582 2.724235 -0.004 -0.001 0.001
H -5.232294 -5.323047 0.567024 -0.011 0.003 0.002
H -4.003918 -3.183959 0.395546 0.000 0.009 0.001
H -2.861518 -2.253678 2.376423 -0.008 0.009 0.001
H -2.953496 -3.457144 4.535383 -0.008 0.003 0.006
H -4.189810 -5.586503 4.708600 0.017 0.005 0.006
C -4.504334 -7.509204 7.295832 0.004 0.013 -0.018
C -4.442773 -7.772288 8.657198 0.001 0.003 0.005
C -3.560413 -8.728944 9.139074 0.002 0.001 -0.001
C -2.736689 -9.419279 8.260596 0.001 0.002 0.000
C -2.796815 -9.155003 6.899531 0.004 -0.001 0.002
C -3.682271 -8.201259 6.417187 -0.004 0.013 -0.012
H -5.195524 -6.764387 6.920842 -0.011 -0.005 0.002
H -5.083130 -7.232312 9.342533 -0.007 -0.004 0.001
H -3.515298 -8.937475 10.200058 0.004 0.003 0.003
H -2.047841 -10.164200 8.637210 0.000 -0.004 0.001
H -2.154246 -9.693005 6.214603 -0.003 -0.006 -0.003
H -3.731423 -7.999381 5.354207 0.006 -0.006 -0.004
C -2.723718 8.830507 -2.010341 0.010 0.001 0.009
C -2.006536 7.828996 -2.649599 0.013 0.033 -0.015
C -0.650022 7.993550 -2.893856 -0.007 -0.017 0.008
C -0.007051 9.156834 -2.494960 0.004 -0.006 0.002
C -0.724282 10.157095 -1.854133 0.002 0.003 0.001
C -2.081673 9.995024 -1.613757 -0.001 -0.003 0.006
H -3.781767 8.704320 -1.821017 -0.004 0.004 -0.005
H -2.509305 6.923785 -2.960917 -0.024 0.011 -0.016
H -0.088563 7.215632 -3.398382 0.005 0.003 -0.003
H 1.050658 9.285499 -2.684060 0.002 0.004 -0.003
H -0.224677 11.064685 -1.542331 0.000 0.005 -0.003
H -2.639746 10.777603 -1.117064 0.000 0.001 0.005
```
Positions in Å, forces in eV/Å.

Computed properties:
- E_LUMO (Eh) = -0.1229
- frontier orbital gap (eV) = 7.058
- F_max (eV/Å) = 0.8
- total charge = +1
- HOMO (eV) = -10.401

(3)
ORCA calculation (wB97M-V/def2-TZVPD) on C29H31N4O9RuS2 as an isolated structure at a distorted geometry.

XYZ file:
```
76
Properties=species:S:1:pos:R:3:forces:R:3
Ru -0.065419 -1.252344 1.157366 -0.124 0.042 -0.309
O 1.408801 0.036821 1.675650 0.183 -0.155 0.309
C 2.483481 -0.384791 2.140400 0.016 -0.028 -0.021
C 2.697623 -1.642767 2.774701 -0.011 0.004 0.044
C 4.013579 -1.970190 3.137046 -0.058 0.042 -0.019
C 4.249217 -3.097961 3.867955 0.038 -0.028 0.030
C 3.193535 -3.920351 4.299528 0.002 0.007 0.000
C 1.906441 -3.609191 3.973482 0.018 0.015 -0.007
C 1.605455 -2.476379 3.169515 -0.027 0.002 -0.010
O 0.376971 -2.244539 2.867818 -0.014 -0.198 0.156
N 5.620604 -3.444436 4.232066 -0.021 -0.013 -0.040
O 5.792198 -4.461137 4.878170 0.003 -0.005 0.020
O 6.511383 -2.700904 3.868718 0.016 0.017 0.007
H 3.333341 0.300540 2.080119 0.006 -0.008 0.016
H 4.836637 -1.335563 2.836611 0.008 -0.009 0.007
H 3.425627 -4.796874 4.887218 -0.001 -0.001 0.000
H 1.078654 -4.229151 4.287415 0.000 0.000 0.001
C -5.913224 0.611056 0.749215 0.004 0.002 0.001
C -4.933124 1.590914 1.373965 0.005 0.010 0.011
N -3.881246 0.910372 2.134560 -0.006 -0.022 0.023
C -4.127807 0.739887 3.563474 -0.004 0.002 0.000
C -3.609980 1.908900 4.388722 -0.001 0.000 0.000
C -2.771342 0.468738 1.531169 -0.049 -0.059 -0.068
S -1.539088 -0.196714 2.534624 -0.141 0.158 -0.012
N -2.757495 0.622081 0.196433 0.004 0.028 0.051
C -1.683868 0.517066 -0.558894 0.057 0.054 -0.038
O -0.506577 0.158618 -0.235239 0.020 -0.133 -0.153
C -1.864010 0.929096 -1.984192 -0.005 0.020 -0.011
C -3.058181 1.491523 -2.426669 -0.015 -0.012 -0.001
C -3.198990 1.874158 -3.750894 -0.001 0.002 0.000
C -2.149399 1.699394 -4.643642 0.008 -0.003 0.002
C -0.956373 1.137577 -4.209240 -0.022 0.011 -0.006
C -0.819708 0.754505 -2.885303 0.011 -0.005 0.020
H -6.704081 1.149738 0.225612 -0.002 -0.001 0.001
H -6.378918 -0.016670 1.510749 0.001 -0.003 -0.002
H -5.395556 -0.031543 0.038251 -0.001 0.001 -0.001
H -5.442189 2.254539 2.074937 -0.003 0.001 -0.003
H -4.465885 2.207646 0.610850 0.000 0.000 -0.002
H -3.670671 -0.194123 3.887489 0.000 0.001 0.002
H -5.206990 0.632719 3.686378 0.000 0.000 -0.001
H -2.529718 2.002850 4.283185 0.000 0.000 0.000
H -3.840281 1.755571 5.443244 0.000 0.000 0.001
H -4.071880 2.845702 4.072934 -0.001 -0.001 -0.001
H -3.868875 1.619918 -1.723418 0.001 -0.002 -0.002
H -4.129918 2.310532 -4.088961 0.000 -0.001 -0.001
H -2.262202 2.000916 -5.677231 -0.001 -0.001 0.000
H -0.132759 1.004430 -4.899344 -0.001 -0.003 0.005
H 0.102168 0.333937 -2.516116 -0.019 0.033 -0.021
C 1.221443 4.807803 -2.972391 -0.003 -0.001 -0.005
C 1.749917 3.430289 -2.687395 -0.005 0.001 0.018
C 2.493189 2.740540 -3.640788 0.008 -0.024 0.002
C 2.985840 1.471255 -3.377541 -0.083 -0.051 -0.058
C 2.719926 0.889650 -2.147437 0.081 0.064 0.102
C 1.997198 1.563927 -1.170356 0.100 0.005 -0.019
C 1.515067 2.827666 -1.451944 -0.004 0.052 -0.023
S 3.304180 -0.735180 -1.816526 0.062 -0.015 0.069
O 4.197065 -1.138598 -2.868458 0.020 0.031 0.006
O 3.756022 -0.830376 -0.453933 -0.033 -0.029 -0.029
N 1.878542 -1.573714 -1.908900 -0.159 -0.008 -0.189
C 1.985778 -3.038289 -1.978376 0.173 -0.040 0.093
C 0.584893 -3.628856 -1.848333 -0.042 -0.132 0.077
C 0.003414 -3.071061 -0.576809 -0.131 0.143 0.588
O 0.719658 -3.184629 0.479992 -0.125 0.679 -0.805
O -1.065501 -2.394777 -0.529701 0.279 -0.611 0.366
H 1.153247 4.991514 -4.043849 0.000 0.001 0.001
H 1.880390 5.566306 -2.544580 -0.003 0.001 0.001
H 0.232483 4.944892 -2.534949 0.000 -0.003 -0.003
H 2.685830 3.199598 -4.602896 0.005 0.003 0.002
H 3.564281 0.925134 -4.110676 0.011 0.015 -0.006
H 1.792296 1.095640 -0.219336 0.030 0.034 -0.024
H 0.930001 3.352224 -0.705331 0.006 -0.008 0.003
H 1.323035 -1.211257 -2.677772 0.069 0.007 -0.048
H 2.572494 -3.362502 -1.119856 0.018 0.022 -0.024
H 2.493171 -3.374800 -2.885229 -0.091 0.038 -0.060
H 0.687137 -4.710430 -1.746962 -0.086 -0.024 -0.019
H -0.060954 -3.416081 -2.700090 0.031 0.088 0.008
```
Positions in Å, forces in eV/Å.

Computed properties:
- E_LUMO (spin up / spin down) (Eh) = -0.0181 / -0.0251
- frontier orbital gap (spin up / spin down) (eV) = 7.841 / 7.447
- F_max (eV/Å) = 1.1
- multiplicity = 2
- HOMO (spin up / spin down) (eV) = -8.335 / -8.130